ORCA calculation (the ωB97M-V functional and the def2-TZVPD basis) on C51H27I4InN5O4 as an isolated structure at a distorted geometry.

The spin multiplicity is 1. The value obtained for the highest occupied orbital energy is -5.4 eV. As for the net charge: -1. The calculated total energy is -106547.881 eV. The value obtained for the LUMO energy is 0.0075 Ha.

Geometry (Å):
In1 -0.2801 -0.0666 -0.0157
I1 5.5099 7.7611 -0.9221
C1 4.3291 6.0010 -0.9013
C2 3.9106 5.4555 -2.1010
C3 3.1119 4.3266 -2.0828
C4 2.7340 3.7477 -0.8774
C5 3.1834 4.3015 0.3150
C6 3.9834 5.4300 0.3092
C7 1.8306 2.5720 -0.8568
C8 0.4650 2.8440 -0.7645
C9 -0.1280 4.1503 -0.7926
C10 -1.4663 3.9713 -0.9345
C11 -1.6992 2.5567 -0.9681
C12 -2.9262 1.9389 -1.2176
C13 -4.0614 2.8061 -1.6108
C14 -4.4324 2.8570 -2.9516
C15 -5.4600 3.6824 -3.3690
C16 -6.1258 4.4505 -2.4320
I2 -7.6834 5.7407 -3.0684
C17 -5.7899 4.4021 -1.0921
C18 -4.7517 3.5813 -0.6880
C19 -3.1648 0.5658 -1.1528
N1 -2.2435 -0.4078 -0.9696
C20 -2.9192 -1.5650 -0.7620
C21 -2.3537 -2.8012 -0.4605
C22 -3.2971 -3.9115 -0.1937
C23 -3.9293 -4.6023 -1.2199
C24 -4.8600 -5.5857 -0.9332
C25 -5.1540 -5.8666 0.3880
I3 -6.6217 -7.3314 0.8301
C26 -4.5292 -5.1989 1.4240
C27 -3.5964 -4.2229 1.1278
C28 -0.9878 -3.0537 -0.3223
C29 -0.4038 -4.3464 -0.1239
C30 0.9445 -4.1817 -0.1575
C31 1.1879 -2.7859 -0.3757
N2 0.0002 -2.1345 -0.4631
C32 2.4420 -2.2102 -0.5817
C33 2.6799 -0.8632 -0.8515
C34 3.9853 -0.2866 -1.0178
C35 3.8150 1.0570 -1.0909
C36 2.4046 1.3053 -0.9648
N3 1.7456 0.1216 -0.8711
C37 3.6310 -3.0703 -0.3714
C38 4.0949 -3.2251 0.9304
C39 5.2236 -3.9782 1.1907
C40 5.8843 -4.5797 0.1363
I4 7.6360 -5.7099 0.5199
C41 5.4382 -4.4449 -1.1654
C42 4.3066 -3.6873 -1.4155
C43 -4.3333 -1.3225 -0.8600
C44 -4.4853 -0.0073 -1.1313
N4 -0.5166 1.9074 -0.8283
H1 4.1935 5.9050 -3.0413
H2 2.7707 3.8962 -3.0123
H3 2.9013 3.8500 1.2540
H4 4.3223 5.8562 1.2412
H5 0.4032 5.0780 -0.7057
H6 -2.2259 4.7258 -0.9934
H7 -3.9050 2.2554 -3.6767
H8 -5.7314 3.7279 -4.4133
H9 -6.3227 4.9965 -0.3650
H10 -4.4791 3.5323 0.3544
H11 -3.6984 -4.3594 -2.2465
H12 -5.3600 -6.1117 -1.7324
H13 -4.7797 -5.4214 2.4495
H14 -3.1168 -3.6705 1.9211
H15 -0.9578 -5.2563 0.0130
H16 1.7052 -4.9318 -0.0426
H17 4.9075 -0.8332 -1.0367
H18 4.5707 1.8122 -1.1896
H19 3.5734 -2.7346 1.7386
H20 5.5901 -4.0774 2.2003
H21 5.9730 -4.9107 -1.9793
H22 3.9492 -3.5655 -2.4272
H23 -5.1030 -2.0516 -0.6959
H24 -5.4002 0.5443 -1.2393
O1 4.0139 0.9589 5.8137
C45 2.7984 0.8045 5.9224
O2 2.0465 0.8227 6.8897
C46 2.0806 0.5364 4.5239
C47 2.8798 0.4988 3.3874
C48 2.2939 0.2999 2.1545
N5 0.9803 0.1451 2.0037
C49 0.2052 0.1659 3.0882
C50 0.7126 0.3550 4.3669
C51 -1.2835 -0.0232 2.8492
O3 -2.0364 -0.1804 3.7895
O4 -1.6452 -0.0018 1.6193
H25 3.9478 0.6393 3.4968
H26 2.9016 0.2632 1.2621
H27 0.0463 0.3733 5.2167

Force components x, y, z for each atom (eV/Å):
0.155 0.195 0.766
-0.227 -0.379 0.004
0.355 0.507 -0.010
0.065 0.094 -0.094
-0.023 -0.053 0.106
0.125 0.104 0.040
-0.041 -0.061 -0.085
0.069 0.120 0.072
-0.223 -0.005 0.049
0.220 -0.062 -0.205
-0.295 0.066 0.054
0.275 0.149 0.025
-0.136 -0.106 -0.225
0.195 -0.128 0.195
-0.113 0.105 -0.015
0.006 0.035 0.130
-0.092 0.040 -0.100
-0.463 0.386 -0.175
0.316 -0.284 0.140
-0.077 0.114 0.039
0.060 -0.100 -0.059
0.007 0.072 -0.108
0.064 0.011 -0.195
0.075 -0.053 -0.099
0.136 0.198 0.069
-0.058 -0.122 0.115
0.107 0.079 0.093
-0.103 -0.072 -0.071
-0.432 -0.432 0.082
0.320 0.289 -0.091
-0.100 -0.101 0.124
-0.005 0.006 -0.130
-0.142 -0.064 -0.205
0.251 -0.125 0.061
-0.211 -0.156 0.118
0.215 -0.034 -0.241
-0.043 -0.095 -0.004
-0.262 0.035 0.072
0.023 -0.035 -0.086
0.028 0.267 -0.033
0.061 -0.185 0.015
0.039 0.008 -0.076
-0.113 0.054 -0.131
0.109 -0.080 0.104
-0.021 -0.007 -0.103
0.133 -0.050 0.106
0.517 -0.329 0.064
-0.374 0.224 -0.088
0.115 -0.056 -0.063
-0.107 0.088 0.080
-0.204 0.202 -0.052
-0.114 -0.187 0.029
0.010 -0.012 0.037
0.024 0.044 -0.028
-0.063 -0.063 -0.094
-0.048 -0.080 0.120
0.032 0.042 0.040
0.110 0.169 -0.067
-0.119 0.154 -0.086
0.088 -0.078 -0.037
-0.031 0.009 -0.041
-0.044 0.046 0.012
0.055 -0.011 0.156
0.023 0.033 -0.107
-0.022 -0.051 -0.035
0.001 -0.022 0.086
0.063 0.072 0.121
-0.043 -0.144 -0.001
0.082 -0.108 -0.027
0.181 -0.101 -0.032
0.138 0.124 -0.019
-0.056 0.060 0.119
0.019 -0.027 0.088
0.018 -0.054 -0.041
-0.036 0.012 -0.113
-0.130 -0.125 -0.037
-0.140 0.050 -0.038
1.011 0.133 0.009
-0.721 -0.241 -1.111
-0.646 0.005 0.761
0.448 0.149 0.483
-0.164 -0.036 -0.146
0.417 0.042 0.128
-0.287 -0.046 -0.494
-0.162 0.016 0.459
0.079 -0.008 -0.163
0.119 0.005 0.326
-0.049 0.005 0.318
-0.175 -0.046 -0.625
-0.045 -0.016 0.033
-0.022 0.030 0.003
0.019 -0.017 0.034

ORCA calculation (the ωB97M-V functional and the def2-TZVPD basis) on a 2-piece molecular cluster, C4H10NO2 overall at a distorted geometry.

The spin multiplicity is 1. The value obtained for the highest occupied orbital energy (spin up / spin down) is -11.6 / -11.6 eV. As for the net charge: +1. The calculated total energy is -9883.803 eV. The energy relative to the best compared isomer or geometry (same formula, charge and spin) is 558.1 kJ/mol. The value obtained for the LUMO energy (spin up / spin down) is -0.1399 / -0.1400 Ha.

Geometry (Å):
C1 0.8008 -0.5728 -1.7319
C2 -0.1582 1.1396 0.4140
C3 1.0886 -1.3048 0.4579
C4 -1.5016 0.5700 0.9831
N1 0.0112 1.4029 -0.8769
O1 1.5127 -0.8548 -0.6099
O2 -0.1208 -1.8433 0.7952
H1 -0.0435 -1.1572 -1.8602
H2 1.4187 -0.1913 -2.5167
H3 0.6401 1.3534 1.1756
H4 1.6552 -1.1640 1.3576
H5 -2.0010 1.5549 1.1418
H6 -1.2357 0.0725 1.9497
H7 -1.8493 -0.1954 0.3645
H8 0.5909 2.1955 -1.1127
H9 -0.7787 1.3748 -1.4944
H10 -0.0295 -2.3800 1.5633

Force components x, y, z for each atom (eV/Å):
2.002 0.420 0.359
-0.267 -0.893 1.527
-1.885 0.190 4.774
3.590 2.148 1.238
-0.329 0.244 1.686
-0.483 0.829 -2.827
0.397 0.655 -3.323
-1.591 -0.899 -0.452
0.215 -0.308 -0.264
-0.764 0.333 -1.324
1.214 -0.112 -0.231
-0.746 -1.285 -0.078
-0.513 0.772 -0.663
-1.385 -0.654 -1.215
0.810 -0.359 -0.182
-0.522 -0.307 -0.076
0.259 -0.774 1.052

ORCA calculation (the ωB97M-V functional and the def2-TZVPD basis) on C32H40B2I2N15O3S2Zr as an isolated structure.

The spin multiplicity is 1. The value obtained for the highest occupied orbital energy is -9.3 eV. As for the net charge: +1. The calculated total energy is -102839.115 eV. The energy relative to the best compared isomer or geometry (same formula, charge and spin) is 0.0 kJ/mol. The value obtained for the LUMO energy is -0.0858 Ha.

Geometry (Å):
Zr1 -0.1655 0.8413 -0.4473
C1 1.8748 3.1397 -3.7747
C2 1.6796 2.0116 -2.9864
N1 0.6784 2.2099 -2.1204
N2 0.2187 3.4709 -2.3460
C3 0.9253 4.0388 -3.3271
B1 -0.8614 4.1411 -1.4655
N3 -2.1341 3.2878 -1.5094
C4 -3.3688 3.6608 -1.8644
C5 -4.1812 2.5439 -1.8614
C6 -3.3344 1.5033 -1.4918
N4 -2.0970 1.9566 -1.2771
N5 -0.3052 4.1651 -0.0393
C7 0.0285 5.2084 0.7289
C8 0.7363 4.7343 1.8162
C9 0.7963 3.3556 1.6156
N6 0.1547 3.0195 0.4988
H1 2.6079 3.2788 -4.5489
H2 2.2050 1.0695 -3.0056
H3 0.7080 5.0482 -3.6345
H4 -1.0880 5.2495 -1.8543
H5 -3.5797 4.6903 -2.0998
H6 -5.2279 2.4884 -2.1013
H7 -3.5493 0.4532 -1.4062
H8 -0.2402 6.2099 0.4380
H9 1.1664 5.3088 2.6176
H10 1.2950 2.6074 2.2073
C10 4.4021 -3.1036 -0.1541
N7 3.3602 -3.4845 -1.0848
C11 3.0777 -4.7815 -1.4635
C12 2.1650 -4.6997 -2.4501
N8 1.8954 -3.3669 -2.6952
B2 0.9503 -3.0633 -3.9220
N9 0.8264 -1.5603 -4.3367
C13 1.2972 -1.0883 -5.5408
C14 0.6979 0.0950 -5.8011
N10 -0.1505 0.3449 -4.7440
C15 -1.1035 1.4377 -4.6871
C16 -0.0424 -0.6637 -3.8565
S1 -0.9439 -0.8259 -2.3974
C17 2.6320 -2.6233 -1.8582
S2 2.7022 -0.9248 -1.6548
H11 4.4390 -3.8296 0.6573
H12 4.1826 -2.1112 0.2329
H13 5.3721 -3.0708 -0.6509
H14 3.5498 -5.6292 -1.0004
H15 1.6826 -5.4752 -3.0175
H16 1.4428 -3.6252 -4.8689
H17 -0.1496 -3.4826 -3.6594
H18 2.0095 -1.6487 -6.1177
H19 0.7898 0.7737 -6.6298
H20 -0.6115 2.3578 -4.9951
H21 -1.4677 1.5355 -3.6694
H22 -1.9447 1.2304 -5.3484
I1 -2.1668 2.5980 3.7196
C18 -2.9958 0.8683 2.9028
C19 -4.1450 0.3256 3.5085
C20 -4.7565 -0.7703 2.9722
I2 -6.4551 -1.5220 3.9263
C21 -4.2401 -1.3668 1.7916
C22 -4.8043 -2.4949 1.1505
C23 -4.2322 -2.9913 0.0169
C24 -3.0837 -2.3600 -0.4994
N11 -2.5318 -1.3146 0.0653
C25 -3.0841 -0.8114 1.1963
C26 -2.4342 0.3377 1.7605
O1 -1.3473 0.8239 1.2070
H23 -4.5427 0.7911 4.3992
H24 -5.6918 -2.9513 1.5674
H25 -4.6466 -3.8506 -0.4911
H26 -2.6121 -2.7194 -1.4085
N12 0.2810 -1.2989 0.4955
C27 0.8334 -1.1004 1.8362
C28 1.4656 -2.3767 2.3934
C29 2.1165 -2.2926 3.7725
C30 1.1660 -1.9185 4.9146
N13 0.7888 -0.5034 4.9764
C31 1.6290 0.4779 5.2779
N14 2.8552 0.2063 5.7304
N15 1.2146 1.7430 5.2266
C32 1.7474 0.1326 1.7438
O2 2.5010 0.4449 2.6502
O3 1.5827 0.8165 0.6574
H27 -0.4723 -1.9765 0.4715
H28 1.0266 -1.6022 -0.1435
H29 -0.0031 -0.7959 2.4738
H30 2.2038 -2.7372 1.6719
H31 0.6755 -3.1351 2.4292
H32 2.9519 -1.5951 3.7273
H33 2.5238 -3.2777 4.0120
H34 1.5954 -2.1967 5.8798
H35 0.2337 -2.4767 4.8287
H36 -0.1126 -0.2264 4.6187
H37 3.2359 -0.7147 5.6067
H38 3.5225 0.9535 5.8149
H39 0.3246 1.9565 4.7950
H40 1.8796 2.4920 5.3067

Force components x, y, z for each atom (eV/Å):
-0.427 -0.362 -0.048
-0.003 -0.001 0.007
0.036 -0.018 0.010
0.098 0.078 -0.210
-0.004 -0.007 0.004
0.027 0.011 -0.008
0.025 -0.012 0.016
0.004 -0.026 -0.080
-0.011 -0.012 0.003
-0.013 -0.004 0.005
0.033 -0.044 0.012
-0.026 0.198 0.049
-0.065 0.014 0.028
0.030 0.000 0.012
-0.017 0.009 -0.013
-0.021 -0.010 0.056
0.071 0.106 -0.105
0.001 0.011 -0.001
-0.024 -0.012 0.000
-0.007 0.000 0.003
-0.001 -0.002 -0.009
0.003 0.002 -0.005
-0.001 -0.002 -0.003
0.015 -0.055 0.040
-0.007 0.001 -0.002
0.000 -0.002 0.002
0.000 -0.015 0.001
-0.008 0.008 0.020
0.029 -0.005 -0.043
-0.024 0.002 0.019
0.008 -0.011 0.010
0.032 0.006 -0.052
-0.006 0.024 0.046
-0.029 -0.055 -0.019
0.027 0.042 0.003
0.021 -0.009 0.002
-0.004 -0.009 0.013
-0.003 0.010 -0.002
0.034 0.048 -0.042
-0.025 -0.042 0.159
-0.025 0.007 0.051
0.098 -0.023 -0.004
0.001 -0.004 -0.005
-0.003 -0.003 0.007
-0.002 0.006 -0.001
0.007 -0.001 -0.002
0.003 0.002 -0.009
-0.028 -0.016 -0.005
-0.001 0.000 0.010
-0.005 -0.016 0.004
-0.007 0.001 -0.002
0.006 0.008 0.013
0.000 0.000 0.005
0.008 0.000 -0.008
0.048 -0.029 -0.019
0.095 0.109 -0.011
-0.033 -0.075 -0.054
-0.035 0.026 0.062
0.022 0.002 -0.015
0.022 -0.027 -0.036
-0.002 0.008 0.002
0.009 -0.007 -0.001
-0.047 -0.028 0.002
-0.176 0.087 -0.059
-0.037 -0.044 0.010
0.000 0.013 0.087
-0.172 -0.045 0.142
0.008 0.006 0.003
-0.001 -0.003 0.002
0.000 0.000 0.001
-0.007 -0.003 0.000
0.312 0.041 -0.195
-0.034 -0.045 -0.039
0.007 0.006 -0.001
-0.057 0.021 0.018
0.005 -0.015 -0.024
0.020 0.019 -0.059
0.045 0.027 -0.004
-0.014 -0.012 0.019
-0.030 -0.046 -0.014
0.059 -0.124 -0.081
-0.017 -0.023 0.063
0.181 0.173 0.314
-0.042 0.137 -0.040
-0.012 -0.030 0.019
0.015 0.002 -0.004
0.030 0.032 0.006
0.015 -0.016 -0.041
0.026 -0.020 -0.005
-0.007 -0.002 0.009
0.003 0.008 0.002
0.002 -0.003 0.014
-0.006 -0.013 0.034
0.006 0.004 -0.007
0.003 0.001 -0.007
-0.027 0.060 -0.012
0.000 0.006 -0.012